(1)
{"formula": "C4H9NO", "method": "ωB97M-V/def2-TZVPD", "species": ["C", "C", "C", "N", "C", "O", "H", "H", "H", "H", "H", "H", "H", "H", "H"], "coordinates": [[-1.3261, 0.3742, 0.6291], [-2.1914, 0.3756, -0.6170], [0.0741, -0.5612, 0.2586], [2.7817, -0.4529, -0.2086], [0.7833, 0.5509, 0.3222], [0.0551, -1.6949, -0.1886], [2.2407, -1.3437, -0.5029], [3.5361, -0.6019, 0.4506], [3.1207, 0.0383, -1.0267], [1.0922, 1.0669, 1.2148], [-1.7189, -0.2726, 1.4165], [-1.2023, 1.3782, 1.0311], [-3.1987, 0.7220, -0.3719], [-1.7787, 1.0483, -1.3697], [-2.2677, -0.6272, -1.0376]], "forces_ev_per_angstrom": [[0.3024, -1.2145, -0.1964], [-0.0673, 0.0725, 0.1004], [-0.7929, -0.0362, -0.7305], [-1.5131, -1.1835, -0.6033], [1.0246, 0.5335, 0.0551], [-0.4221, 0.4734, 0.5771], [1.4803, 1.8377, 0.8042], [-0.1895, -0.3335, -0.1771], [-0.0289, -0.1589, 0.0916], [0.0306, 0.0194, 0.0746], [-0.1543, 0.1157, 0.0413], [0.2523, -0.0763, -0.0074], [0.0265, -0.0287, -0.0316], [0.0213, -0.0593, -0.0012], [0.0302, 0.0387, 0.0032]], "mulliken_charge": [-0.3920, -1.0773, 0.8580, -0.7114, -0.5553, -0.6624, 0.2857, 0.2138, 0.2453, 0.2419, 0.3298, 0.2948, 0.3157, 0.2955, 0.3179], "total_energy_ha": -287.6742, "homo_ev": -8.87, "de_lowest_kj_mol": 415.4, "orbital_gap_ev": 9.7}



(2)
{"formula": "C4H9NO", "method": "ωB97M-V/def2-TZVPD", "species": ["C", "N", "C", "H", "H", "H", "H", "H", "C", "C", "O", "H", "H", "H", "H"], "coordinates": [[-0.1458, 1.3455, -0.6306], [1.0074, 0.9313, -0.9148], [1.1765, 0.2457, -2.1675], [-0.3695, 1.7995, 0.3299], [-0.8885, 1.4504, -1.4303], [2.1312, 0.3920, -2.6655], [1.0134, -0.8070, -1.9718], [0.4192, 0.5109, -2.9140], [-0.9380, -0.4816, 2.2281], [-0.2533, -1.2193, 1.1087], [-0.8288, -1.9599, 0.3526], [-2.0125, -0.5312, 2.0786], [-0.6478, -1.0261, 3.1363], [-0.5173, 0.5160, 2.3660], [0.8539, -1.1662, 1.0942]], "forces_ev_per_angstrom": [[0.2363, 0.9490, -0.9722], [0.2761, -0.4144, 0.8600], [-0.5914, 0.0993, -0.8131], [0.1120, -0.0615, 0.0734], [-0.4129, -0.3684, 0.2567], [0.2805, 0.0611, 0.4913], [0.2968, -0.3620, 0.0423], [-0.2339, 0.1766, 0.0230], [0.5667, -0.3320, -0.0648], [0.1493, -0.5044, 0.3892], [-0.0323, 0.2207, -0.1669], [-0.0338, 0.2704, 0.1564], [-0.2254, -0.0058, -0.0217], [-0.2905, 0.0660, -0.1622], [-0.0977, 0.2052, -0.0912]], "mulliken_charge": [-0.3447, -0.3598, -0.6919, 0.3404, 0.2282, 0.2702, 0.2629, 0.2970, -0.9613, 0.1546, -0.4953, 0.2856, 0.3323, 0.2926, 0.3893], "total_energy_ha": -287.7458, "homo_ev": -9.68, "de_lowest_kj_mol": 227.5, "orbital_gap_ev": 10.8, "smiles": "C=NC.CC=O"}



(3)
{"formula": "C4H9NO", "method": "ωB97M-V/def2-TZVPD", "species": ["C", "C", "C", "N", "C", "O", "H", "H", "H", "H", "H", "H", "H", "H", "H"], "coordinates": [[-1.4098, 0.8144, 0.1284], [-1.1568, -0.6193, -0.3302], [0.1533, -1.1979, 0.2059], [1.3234, -0.5043, -0.2848], [1.7727, -0.1011, -1.3258], [2.3176, 0.3405, -2.2711], [-2.3420, 1.2037, -0.2936], [-1.4873, 0.8655, 1.2208], [-0.5961, 1.4795, -0.1802], [-1.1451, -0.6721, -1.4272], [-1.9727, -1.2701, 0.0096], [0.2391, -2.2593, -0.0557], [0.1736, -1.1287, 1.2988], [1.9920, 1.2627, 1.3982], [2.1382, 1.7866, 1.9067]], "forces_ev_per_angstrom": [[0.0025, 0.0505, 0.0141], [0.0113, -0.0244, -0.0233], [-0.1741, -0.1195, 0.0362], [0.2876, 0.2396, -0.5932], [0.0660, 0.0197, 0.0324], [-0.3531, -0.2666, 0.5499], [0.1487, -0.0602, 0.0637], [0.0205, -0.0036, -0.1557], [-0.1231, -0.0912, 0.0390], [-0.0018, -0.0060, 0.1628], [0.1269, 0.0810, -0.0508], [-0.0119, 0.1593, 0.0395], [-0.0059, -0.0126, -0.1564], [0.0210, 0.0563, 0.0619], [-0.0146, -0.0226, -0.0201]], "mulliken_charge": [-1.0559, -0.3656, -0.5328, -0.3418, 0.6593, -0.4853, 0.3204, 0.2990, 0.2876, 0.3020, 0.3087, 0.3055, 0.3143, -0.2241, 0.2087], "total_energy_ha": -287.7746, "homo_ev": -10.32, "de_lowest_kj_mol": 151.8, "orbital_gap_ev": 11.2, "smiles": "CCCN=C=O.[H][H]"}



(4)
{"formula": "C4H9NO", "method": "ωB97M-V/def2-TZVPD", "species": ["C", "N", "C", "C", "C", "H", "H", "H", "H", "H", "H", "H", "O", "H", "H"], "coordinates": [[-0.4898, -1.4828, -0.0235], [-0.4074, -0.2250, -0.1105], [0.8209, 0.4708, -0.0515], [1.2197, 1.0987, -1.1655], [1.6811, 0.3146, 1.1572], [-1.4129, -1.9200, -0.3875], [0.2408, -2.1855, 0.3944], [0.6876, 1.0215, -2.0994], [2.1571, 1.6338, -1.0924], [1.4687, -0.6475, 1.6624], [1.3972, 0.9308, 2.0014], [2.7250, 0.2668, 0.8666], [-3.7345, 0.3154, -0.5067], [-3.0246, -0.1635, -0.9494], [-3.3285, 0.5719, 0.3043]], "forces_ev_per_angstrom": [[-0.3216, 0.2725, 0.3027], [-0.2634, -0.3627, -0.9830], [0.1965, -0.2107, -0.4778], [0.2200, -0.2425, 1.0865], [-0.5647, -1.2934, 0.8152], [-0.2656, -0.2489, 0.4378], [0.3813, 0.2648, -0.3555], [-0.2044, 0.3024, 0.0402], [0.0649, -0.0526, -0.3952], [0.1114, -0.1079, -0.7048], [0.4512, 1.0001, -0.1540], [0.1287, 0.6087, 0.4021], [-0.3379, -0.4944, -0.8962], [-0.0262, 0.1502, -0.0903], [0.4299, 0.4143, 0.9723]], "mulliken_charge": [-0.2608, -0.3393, 0.5825, -0.9144, -1.0342, 0.1786, 0.2758, 0.3038, 0.2689, 0.2977, 0.2817, 0.3511, -0.6406, 0.3306, 0.3189], "total_energy_ha": -287.7357, "homo_ev": -9.12, "de_lowest_kj_mol": 253.9, "orbital_gap_ev": 9.8, "smiles": "C=NC(=C)C.O"}



(5)
{"formula": "C4H9NO", "method": "ωB97M-V/def2-TZVPD", "species": ["H", "N", "C", "C", "H", "H", "H", "H", "C", "C", "O", "H", "H", "H", "H"], "coordinates": [[0.3083, -0.2356, -1.9593], [0.0376, -0.0195, -0.9954], [0.6707, 0.9971, -0.5708], [1.6882, 1.8085, -1.3196], [0.4514, 1.3079, 0.4563], [1.3968, 2.8647, -1.3377], [1.8073, 1.4551, -2.3493], [2.6585, 1.7527, -0.8124], [-1.1726, -2.0593, 1.2316], [-1.4225, -0.5796, 1.3189], [-0.8200, 0.1724, 2.0532], [-1.0186, -2.3327, 0.1838], [-2.0498, -2.6035, 1.6025], [-0.2960, -2.3266, 1.8258], [-2.2395, -0.2014, 0.6724]], "forces_ev_per_angstrom": [[-0.0341, 0.0254, 0.0754], [0.2539, 0.3058, -0.0486], [-0.1089, -0.1581, -0.0297], [0.0239, -0.0214, -0.0722], [0.0616, -0.0118, -0.1299], [0.0245, -0.1470, 0.0243], [-0.0207, 0.0414, 0.1550], [-0.1412, 0.0139, -0.0465], [0.1037, 0.0135, 0.0499], [0.1015, 0.0869, 0.1932], [-0.2732, -0.2999, -0.2839], [-0.0476, 0.0322, 0.1478], [0.0879, 0.1029, -0.0546], [-0.1184, 0.0139, -0.0768], [0.0871, 0.0024, 0.0965]], "mulliken_charge": [0.2174, -0.4933, 0.1507, -1.0293, 0.3289, 0.2684, 0.3118, 0.2618, -0.9288, 0.2490, -0.5209, 0.2697, 0.3288, 0.2579, 0.3279], "total_energy_ha": -287.7720, "homo_ev": -9.46, "de_lowest_kj_mol": 158.7, "orbital_gap_ev": 10.6, "smiles": "[H]/N=C\\C.CC=O"}



(6)
{"formula": "C4H9NO", "method": "ωB97M-V/def2-TZVPD", "species": ["C", "C", "C", "O", "N", "C", "H", "H", "H", "H", "H", "H", "H", "H", "H"], "coordinates": [[0.2991, 1.1373, -0.9496], [-1.3350, 1.1005, 0.7599], [-0.4140, 0.0922, 1.0805], [0.2972, -0.0986, 2.0503], [-0.1443, -0.7126, -0.1530], [0.9962, -1.5994, -0.1760], [0.6333, 0.5482, -1.8059], [-0.3181, 1.9777, -1.2415], [1.1082, 1.4123, -0.2799], [-1.5718, 1.8407, 1.5181], [-2.0980, 0.9025, 0.0123], [-0.9875, -1.0901, -0.5705], [1.6561, -1.3489, -1.0218], [1.5407, -1.4606, 0.7617], [0.6994, -2.6485, -0.2687]], "forces_ev_per_angstrom": [[0.1990, 0.0929, -0.1903], [-0.0980, -0.0573, 0.1835], [0.0528, 0.1779, 0.1167], [-0.2161, 0.0353, -0.2993], [-0.1030, -0.0862, -0.0179], [0.1084, -0.0637, -0.0036], [-0.0866, 0.0645, 0.1620], [0.0518, -0.1465, 0.0740], [-0.1415, -0.0617, -0.0596], [0.0473, -0.1075, -0.1028], [0.1552, 0.0124, 0.0641], [0.1040, 0.0748, 0.0729], [-0.0837, -0.0310, 0.1286], [-0.0369, -0.0470, -0.1346], [0.0475, 0.1431, 0.0062]], "mulliken_charge": [-0.5915, -1.0888, 0.5845, -0.6153, -0.2122, -0.8135, 0.2471, 0.3683, 0.3243, 0.3245, 0.3142, 0.2833, 0.2735, 0.2723, 0.3293], "total_energy_ha": -287.6423, "homo_ev": [-7.35, -7.35], "de_lowest_kj_mol": 499.2, "orbital_gap_ev": [7.3, 7.3]}



(7)
{"formula": "C4H9NO", "method": "ωB97M-V/def2-TZVPD", "species": ["C", "C", "C", "O", "N", "C", "H", "H", "H", "H", "H", "H", "H", "H", "H"], "coordinates": [[2.2908, -0.4562, -0.0873], [1.2309, 0.6242, 0.1555], [-0.1516, -0.0056, 0.2978], [-0.2980, -0.8601, 1.1611], [-1.2393, 0.4016, -0.4244], [-2.5108, -0.1868, -0.0314], [2.2269, -0.8627, -1.1020], [3.3023, -0.0626, 0.0576], [2.1362, -1.2757, 0.6201], [1.4095, 1.0552, 1.1488], [1.3082, 1.4450, -0.5659], [-1.1780, 0.9168, -1.2893], [-2.5170, -1.2717, -0.1806], [-2.6561, -0.0098, 1.0378], [-3.3352, 0.2687, -0.5840]], "forces_ev_per_angstrom": [[0.0152, -0.0570, -0.0355], [-0.0349, 0.0309, -0.0044], [0.0213, -0.1421, 0.2463], [-0.0005, 0.1381, -0.1079], [0.1997, -0.0610, 0.0897], [-0.1504, -0.0450, 0.0218], [-0.0053, 0.0576, 0.1158], [-0.1904, -0.0054, -0.0497], [0.0390, 0.1356, -0.1171], [-0.0333, 0.0367, -0.1890], [-0.2203, -0.2016, -0.0404], [0.2330, 0.0001, 0.3015], [-0.0191, 0.1656, -0.0379], [-0.0650, -0.0495, -0.1679], [0.2109, -0.0027, -0.0252]], "mulliken_charge": [-1.0944, -0.1906, 0.3918, -0.6185, -0.2297, -0.7566, 0.3028, 0.3195, 0.3022, 0.2225, 0.2853, 0.2531, 0.2547, 0.2436, 0.3141], "total_energy_ha": -287.8167, "homo_ev": -9.62, "de_lowest_kj_mol": 41.4, "orbital_gap_ev": 10.6, "smiles": "CCC(=O)NC"}



(8)
{"formula": "C4H9NO", "method": "ωB97M-V/def2-TZVPD", "species": ["C", "C", "O", "C", "N", "C", "H", "H", "H", "H", "H", "H", "H", "H", "H"], "coordinates": [[0.8947, -0.7883, -2.2526], [0.4798, -0.3195, -0.8673], [-0.8837, -0.7826, -0.6505], [-1.4344, -0.3499, 0.5654], [-0.7454, 0.2731, 1.3531], [-0.2370, 1.1284, 2.3020], [0.8542, -1.8791, -2.3053], [0.2164, -0.3756, -3.0033], [1.9168, -0.4708, -2.4985], [1.1779, -0.7128, -0.1108], [0.5511, 0.7789, -0.8025], [-2.4906, -0.5444, 0.7768], [-0.2554, 2.1213, 1.8278], [0.7947, 0.7967, 2.4593], [-0.7921, 1.1640, 3.2443]], "forces_ev_per_angstrom": [[-0.1470, -0.0640, 0.0340], [-0.0272, -0.0679, -0.1405], [-0.2845, 0.1954, 0.4851], [0.7302, 0.4409, 0.0238], [0.0587, -0.5036, -0.9611], [0.2372, 0.3844, 0.2934], [-0.0067, 0.1003, -0.0641], [0.0789, -0.0856, 0.0155], [-0.2419, -0.0114, 0.1867], [-0.4685, -0.0398, -0.0577], [-0.3232, -0.3265, 0.0483], [-0.0313, -0.6793, -1.0416], [0.2995, -0.0430, 0.4993], [0.0718, 0.6117, 0.5078], [0.0541, 0.0884, 0.1712]], "mulliken_charge": [-1.2530, -0.0600, -0.3578, -0.1629, -0.1766, -0.6959, 0.3064, 0.3087, 0.3714, 0.2614, 0.2488, 0.4105, 0.2703, 0.2355, 0.2932], "total_energy_ha": -287.7340, "homo_ev": -8.33, "de_lowest_kj_mol": 258.5, "orbital_gap_ev": 9.3, "smiles": "CCO/C=N/C"}



(9)
{"formula": "C4H9NO", "method": "ωB97M-V/def2-TZVPD", "species": ["C", "C", "C", "C", "N", "H", "H", "H", "H", "H", "H", "H", "O", "H", "H"], "coordinates": [[-0.8360, -0.0860, 0.4453], [0.4277, -0.3073, 0.7543], [1.5614, 0.1984, -0.0744], [2.3764, 1.1393, 0.4120], [1.6823, -0.2728, -1.3607], [-1.6822, -0.4076, 1.0186], [-1.1679, 0.5293, -0.3870], [0.7646, -0.7392, 1.6909], [2.2338, 1.7162, 1.3221], [3.3076, 1.4871, -0.0432], [2.3384, 0.1550, -1.9836], [1.2053, -1.1027, -1.6617], [-3.7081, -0.8980, -0.0666], [-4.2731, -0.6426, -0.8023], [-4.2302, -0.7692, 0.7363]], "forces_ev_per_angstrom": [[-0.5080, 0.3331, -0.0750], [0.5451, 0.3948, -0.2471], [0.0911, 0.6932, 0.0821], [1.0435, 0.8644, 0.4699], [-0.3052, -0.3364, -0.0173], [0.0667, -0.2715, 0.5222], [0.4760, -0.2685, -0.2868], [-0.4039, -0.3289, -0.0584], [-0.5197, -0.6727, 0.1360], [-0.4157, -0.3715, -0.5713], [0.1038, -0.0498, -0.0104], [0.0367, 0.0486, 0.1026], [-0.1371, -0.0240, 0.1313], [-0.0749, -0.0009, 0.1134], [0.0015, -0.0099, -0.2911]], "mulliken_charge": [-0.5054, -0.4706, 0.6852, -1.0026, -0.4428, 0.2457, 0.2433, 0.3411, 0.2647, 0.2466, 0.1841, 0.2125, -0.6180, 0.3011, 0.3151], "total_energy_ha": -287.7462, "homo_ev": -7.69, "de_lowest_kj_mol": 226.5, "orbital_gap_ev": 8.4, "smiles": "C=CC(=C)N.O"}



(10)
{"formula": "C4H9NO", "method": "ωB97M-V/def2-TZVPD", "species": ["C", "C", "O", "N", "C", "C", "H", "H", "H", "H", "H", "H", "H", "H", "H"], "coordinates": [[-1.5387, -1.1870, -0.5329], [-0.2978, -0.9735, 0.2857], [-0.0152, -1.7956, 1.1463], [0.3560, 0.2151, 0.2246], [0.1052, 1.2691, -0.7388], [1.5262, 0.4631, 1.0815], [-2.4334, -1.1235, 0.0712], [-1.7105, -0.5552, -1.4032], [-1.6014, -2.2712, -0.7773], [-0.2291, 0.7234, -1.6163], [1.0072, 1.7693, -1.1085], [-0.6471, 1.9935, -0.4167], [1.7434, -0.4066, 1.6980], [2.3514, 0.5144, 0.3904], [1.3839, 1.3646, 1.6959]], "forces_ev_per_angstrom": [[-0.4797, -1.2333, -0.7874], [-0.6141, 0.3313, 1.3195], [0.2503, -0.2791, -0.3454], [0.9315, 0.7912, 0.4614], [-0.3703, -1.0066, -0.9423], [-0.5292, -0.7211, -0.2104], [-0.0276, 0.5748, 0.6340], [0.2064, -0.2187, -0.0053], [0.4680, 0.7463, -0.3148], [-0.4670, 0.5386, -0.3337], [0.0492, -0.0463, 0.6655], [0.1482, 0.0078, 0.0046], [-0.4168, 0.1180, 0.1645], [0.6552, 0.6568, 0.0018], [0.1958, -0.2597, -0.3121]], "mulliken_charge": [-1.0244, 0.8164, -0.6625, 0.0540, -1.0443, -1.0651, 0.2591, 0.3164, 0.2994, 0.4081, 0.3442, 0.2636, 0.3372, 0.3954, 0.3024], "total_energy_ha": -287.7970, "homo_ev": -9.20, "de_lowest_kj_mol": 93.1, "orbital_gap_ev": 10.1, "smiles": "CC(=O)N(C)C"}